{"formula": "C40H96N2O12Y", "method": "ωB97M-V/def2-TZVPD", "elements": ["Y", "C", "C", "C", "C", "C", "C", "N", "O", "C", "C", "C", "H", "H", "H", "H", "H", "H", "H", "H", "H", "H", "H", "H", "H", "H", "H", "H", "H", "H", "C", "C", "C", "C", "C", "C", "N", "O", "C", "C", "C", "H", "H", "H", "H", "H", "H", "H", "H", "H", "H", "H", "H", "H", "H", "H", "H", "H", "H", "C", "C", "C", "O", "H", "H", "H", "H", "H", "H", "H", "H", "C", "C", "C", "O", "H", "H", "H", "H", "H", "H", "H", "H", "C", "C", "C", "O", "H", "H", "H", "H", "H", "H", "H", "H", "C", "C", "C", "O", "H", "H", "H", "H", "H", "H", "H", "H", "C", "C", "C", "O", "H", "H", "H", "H", "H", "H", "H", "H", "C", "C", "C", "O", "H", "H", "H", "H", "H", "H", "H", "H", "C", "C", "O", "O", "H", "H", "H", "H", "H", "H", "C", "C", "O", "O", "H", "H", "H", "H", "H", "H"], "xyz": [[-14.1193, -13.2632, 3.7249], [-18.5389, -14.8148, 1.4140], [-17.7683, -13.5501, 0.9719], [-18.5617, -12.6418, 0.0004], [-19.7027, -11.8326, 0.6368], [-19.1635, -10.9589, 1.7612], [-18.1838, -11.6906, 2.7238], [-17.3322, -12.7126, 2.0604], [-16.2915, -13.2314, 2.8195], [-19.0453, -12.3382, 3.8136], [-17.3014, -10.6214, 3.3354], [-16.6054, -14.0266, 0.0816], [-18.7487, -15.4300, 0.5392], [-19.4684, -14.6105, 1.9511], [-17.9547, -15.3636, 2.1553], [-19.0522, -13.0347, -0.8877], [-17.7914, -11.9123, -0.2787], [-20.3952, -12.6026, 0.9898], [-20.1358, -11.2689, -0.1895], [-20.0649, -10.6918, 2.3161], [-18.6398, -10.1001, 1.3411], [-19.8749, -12.9057, 3.3926], [-19.4924, -11.5567, 4.4407], [-18.4888, -12.9739, 4.5064], [-16.3459, -10.3195, 2.9105], [-17.0214, -10.9470, 4.3404], [-17.9089, -9.7252, 3.4882], [-16.0037, -14.7615, 0.6252], [-15.9399, -13.2416, -0.2854], [-16.9543, -14.5500, -0.8103], [-13.6329, -17.5112, 6.1179], [-12.9768, -17.6120, 4.7141], [-12.7762, -19.1377, 4.4532], [-14.0449, -19.8225, 4.0230], [-14.7397, -19.1188, 2.8586], [-14.9926, -17.6182, 3.1486], [-13.7211, -17.0785, 3.5938], [-13.6313, -15.6850, 3.5105], [-16.1831, -17.4097, 4.1265], [-15.3964, -17.0650, 1.7782], [-11.5616, -17.0423, 4.7397], [-13.9383, -16.4718, 6.2744], [-12.8928, -17.7703, 6.8713], [-14.5440, -18.0979, 6.1661], [-12.3198, -19.6394, 5.3110], [-12.0332, -19.2894, 3.6600], [-14.7542, -19.7394, 4.8633], [-14.0216, -20.9041, 3.8759], [-15.6734, -19.6694, 2.7266], [-14.1076, -19.2134, 1.9735], [-17.1415, -17.4166, 3.6143], [-15.9105, -16.5542, 4.7433], [-16.2210, -18.2622, 4.8109], [-14.5711, -16.7316, 1.1479], [-15.8969, -16.1191, 2.0312], [-16.1088, -17.6727, 1.2276], [-11.5257, -15.9671, 4.9216], [-11.0367, -17.2137, 3.7982], [-10.9554, -17.5504, 5.4930], [-17.3283, -12.6851, -3.5530], [-18.5784, -13.0839, -4.3050], [-19.9210, -12.6503, -3.6262], [-18.4874, -12.3348, -5.5249], [-17.2489, -11.6019, -3.4624], [-16.4313, -13.1048, -4.0076], [-17.3782, -13.0775, -2.5352], [-18.5514, -14.1516, -4.5390], [-19.7913, -12.2155, -2.6349], [-20.5218, -13.5601, -3.6122], [-20.4372, -11.8628, -4.1725], [-19.2681, -12.4007, -6.0794], [-16.5352, -16.5791, -3.5445], [-15.2856, -17.3830, -3.3216], [-14.0947, -16.7845, -4.0443], [-15.0342, -17.5251, -1.9396], [-16.9385, -16.5816, -4.5622], [-16.5792, -15.5415, -3.1907], [-17.4156, -16.9644, -3.0086], [-15.4738, -18.3628, -3.7655], [-13.2168, -17.3653, -3.7301], [-13.8610, -15.7536, -3.7688], [-14.0762, -16.9233, -5.1252], [-14.7592, -16.6781, -1.5736], [-14.3448, -6.6388, 5.7653], [-15.3204, -7.8169, 5.9423], [-16.7410, -7.3371, 5.6073], [-14.9767, -8.7990, 4.9397], [-14.2200, -6.2346, 4.7553], [-13.3405, -6.8636, 6.1339], [-14.7306, -5.7939, 6.3422], [-15.2455, -8.0555, 7.0026], [-16.8309, -6.7415, 4.7031], [-17.1563, -6.7284, 6.4161], [-17.3503, -8.2443, 5.6066], [-14.3095, -8.3893, 4.3864], [-22.8050, -10.0771, 0.4295], [-23.2534, -10.2095, -1.0166], [-24.5706, -10.9366, -1.1745], [-23.3734, -8.8524, -1.5119], [-22.6810, -11.0471, 0.9129], [-23.6135, -9.5292, 0.9247], [-21.8759, -9.5220, 0.5435], [-22.3737, -10.6370, -1.5180], [-25.3066, -10.4471, -0.5332], [-24.5073, -11.9781, -0.8599], [-24.9364, -10.8495, -2.1977], [-23.5334, -8.9754, -2.4557], [-19.1107, -11.1409, 9.4655], [-18.7956, -10.5534, 8.1138], [-19.9238, -9.7469, 7.5094], [-17.6437, -9.6845, 8.1775], [-18.1951, -11.4588, 9.9697], [-19.8011, -11.9849, 9.4261], [-19.5840, -10.4592, 10.1822], [-18.5083, -11.3930, 7.4762], [-20.9178, -10.2076, 7.4957], [-19.7505, -9.4601, 6.4717], [-20.1095, -8.8492, 8.1083], [-17.8835, -9.0157, 8.8315], [-16.8517, -6.7396, 1.4304], [-16.4689, -7.9299, 0.5459], [-17.1500, -8.0968, -0.8020], [-15.0496, -7.7806, 0.3130], [-16.1641, -6.4070, 2.2044], [-17.8144, -6.9568, 1.9097], [-17.0315, -5.8458, 0.8215], [-16.6215, -8.8032, 1.1835], [-18.1826, -7.7521, -0.7295], [-17.0804, -9.1158, -1.1881], [-16.6713, -7.5394, -1.6153], [-14.9676, -7.4763, -0.5941], [-15.6265, -11.9977, 6.3154], [-14.8750, -13.2203, 6.8905], [-14.5877, -14.1693, 5.8511], [-14.9432, -11.4869, 5.1443], [-15.7043, -11.1911, 7.0465], [-16.6433, -12.2674, 6.0179], [-15.5382, -13.7367, 7.5814], [-14.0093, -12.8009, 7.4020], [-14.9651, -15.0415, 6.0187], [-15.2973, -10.5904, 4.9527], [-14.1177, -11.4655, 0.9729], [-13.0367, -12.5188, 0.6863], [-13.0268, -13.5767, 1.6620], [-14.0049, -11.2196, 2.3912], [-15.1310, -11.8401, 0.8153], [-13.8746, -10.6502, 0.2935], [-12.0601, -12.0326, 0.6857], [-13.3172, -12.9737, -0.2668], [-12.4810, -14.2889, 1.3052], [-13.7198, -10.3001, 2.4701]], "atomic_forces_ev_per_a": [[-3.33, -2.98, -1.76], [-0.01, 0.28, 0.35], [-0.93, -0.55, -1.17], [-0.34, 1.43, 0.88], [1.33, -1.07, -0.11], [-0.24, -1.02, -0.55], [0.07, -1.09, -0.45], [0.68, 1.72, -1.06], [1.98, -0.33, 1.43], [-0.23, 0.38, 0.72], [-0.05, 0.33, 1.69], [0.75, -0.78, 0.56], [-0.04, -0.21, 0.14], [-0.13, 0.28, -0.35], [0.25, -0.12, -0.30], [0.79, -1.00, 0.00], [-0.16, 0.05, -0.54], [-0.43, 0.43, 0.14], [-0.40, 0.23, 0.35], [0.43, 0.73, 0.37], [-0.24, 0.18, -0.05], [0.10, -0.10, -0.07], [-0.06, 0.03, -0.08], [0.21, -0.15, -0.30], [-0.28, -0.31, -0.84], [-0.26, 0.04, -0.01], [0.09, 0.08, -0.03], [0.10, 0.23, -0.07], [-0.22, 0.20, 0.17], [-0.37, 0.05, 0.09], [0.01, 0.97, -0.77], [0.22, -1.67, 0.26], [0.54, -0.37, -0.75], [-1.45, 0.29, 0.93], [0.57, -0.50, 1.00], [-0.14, -1.50, -0.84], [0.64, 0.41, -0.80], [-0.72, 2.86, 0.42], [1.10, -1.09, 0.24], [-0.21, 2.23, 0.78], [0.31, 0.39, -0.05], [0.24, -0.03, 0.23], [-0.24, -0.15, 0.20], [0.16, -0.30, 0.26], [-0.23, 0.23, 0.26], [-0.03, 0.36, -0.09], [0.07, -0.10, 0.03], [0.64, 0.07, -0.24], [-0.16, 0.34, -0.43], [-0.20, 0.11, -0.17], [-0.05, 0.64, 0.05], [-0.75, 0.44, -0.22], [-0.06, 0.05, 0.07], [0.27, -0.59, 0.03], [-0.11, -0.11, -0.37], [0.11, -0.29, 0.10], [-0.13, -0.03, 0.16], [-0.29, -0.01, -0.16], [-0.19, 0.04, 0.17], [-0.10, -0.45, 0.76], [-0.66, 1.78, -0.59], [0.68, -0.83, 0.02], [0.73, 0.01, -0.49], [-0.03, 0.04, -0.22], [-0.02, 0.17, -0.20], [0.02, -0.05, 0.00], [-0.19, -0.04, 0.19], [0.09, -0.40, 0.16], [-0.47, 0.32, 0.44], [0.12, -0.19, -0.40], [-0.18, -0.30, 0.20], [-2.39, 0.46, 0.12], [-0.29, 0.89, -0.77], [1.37, -0.76, 0.28], [0.13, -0.49, 0.27], [0.67, 0.07, -0.24], [0.90, 0.08, -0.17], [0.44, -0.58, 0.24], [0.16, -0.22, 0.50], [-0.05, 0.07, 0.10], [-0.38, 0.13, -0.13], [-0.54, 0.34, -0.04], [-0.07, 0.04, -0.11], [0.11, 0.38, 0.60], [-0.06, 2.95, -1.78], [-0.14, -0.67, 1.27], [-0.02, -0.74, 0.85], [-0.37, -0.42, -0.20], [-0.07, -0.09, 0.08], [0.17, -0.06, 0.12], [0.00, -1.24, -0.27], [0.22, -0.32, -0.28], [0.21, 0.02, 0.06], [-0.27, 0.20, -0.43], [0.08, 0.00, -0.06], [-0.88, 0.15, 0.23], [1.20, 0.83, 0.40], [0.12, 0.13, 0.17], [-0.07, -0.73, -0.16], [-0.09, -0.05, -0.07], [0.24, -0.03, 0.33], [-0.01, 0.08, -0.21], [-0.53, -0.51, -0.47], [0.01, 0.03, -0.01], [0.04, -0.07, -0.20], [0.04, -0.27, -0.05], [-0.05, 0.43, 0.05], [-0.16, -0.08, 1.08], [-0.06, 0.21, -0.14], [-1.08, 0.14, -0.17], [-0.08, -0.37, 0.14], [0.02, -0.20, -0.22], [0.13, -0.08, -0.29], [0.04, 0.37, -0.36], [0.07, 0.21, -0.25], [0.30, -0.54, 0.15], [0.35, 0.12, 0.09], [0.34, 0.11, -0.07], [0.23, 0.08, -0.08], [-1.71, 0.56, -0.80], [1.36, 0.78, 0.67], [-0.41, 0.14, 0.00], [0.23, -0.76, 0.04], [0.42, -0.68, -0.09], [0.06, 0.07, 0.06], [0.06, -0.07, -0.08], [0.20, -0.34, -0.32], [-0.09, -0.30, -0.24], [-0.33, -0.18, 0.44], [0.00, 0.53, 0.39], [0.24, 0.06, 0.01], [-0.31, -0.34, -0.14], [-1.38, 0.92, -0.09], [0.55, 1.26, -0.10], [0.59, -1.03, 0.53], [0.11, -0.16, 0.21], [0.03, -0.14, -0.06], [0.12, 0.36, 0.40], [0.49, -0.76, -0.15], [0.13, -0.02, -0.13], [0.54, 0.07, -0.08], [0.59, -2.07, 0.06], [-0.84, 0.14, -0.67], [-0.01, 0.79, -0.04], [0.43, 1.30, -0.14], [0.08, 0.08, -0.03], [-0.29, 0.57, 0.55], [0.03, -0.12, -0.25], [0.51, 0.15, -0.20], [-0.26, -0.38, 0.53], [-0.07, -0.12, 0.49]], "mulliken_charge": [1.489, -1.789, 2.219, -1.645, -1.087, -1.277, 2.534, -0.355, 1.698, -1.885, -0.723, -1.344, 0.497, 0.356, 0.265, 0.852, 0.058, 0.301, 0.339, 0.489, -0.167, 0.449, 0.396, 0.106, -0.305, -0.870, 0.584, -0.757, 0.309, 0.650, -1.209, 1.328, -1.036, -0.814, -1.076, 1.872, -0.238, -0.044, -1.505, -1.594, -1.826, -0.139, 0.564, 0.263, 0.452, 0.415, 0.267, 0.427, 0.431, 0.384, 0.442, -0.048, 0.490, 0.341, -0.279, 0.259, 0.127, 0.384, 0.453, -1.086, 0.858, -0.637, -0.607, 0.384, 0.415, -0.144, 0.113, -0.351, 0.354, 0.477, 0.319, -0.934, 0.460, -1.307, -0.442, 0.469, -0.196, 0.407, 0.263, 0.360, 0.257, 0.416, 0.227, -1.806, 0.707, -0.884, -0.138, 0.463, 0.411, 0.421, 0.184, 0.230, 0.434, -0.061, 0.095, -1.302, 0.901, -1.209, -0.565, 0.312, 0.535, 0.208, -0.137, 0.313, 0.326, 0.361, 0.334, -1.581, 1.029, -1.425, -0.434, 0.382, 0.401, 0.350, -0.020, 0.396, 0.224, 0.422, 0.317, -1.533, 2.305, -1.569, -0.535, 0.310, 0.312, 0.399, -1.264, 0.331, 0.452, 0.522, 0.319, 0.305, -0.686, -0.553, -0.163, 0.469, -0.443, 0.426, 0.385, 0.140, -0.025, 0.519, -0.647, -0.317, -0.268, -0.763, 0.546, 0.466, 0.417, 0.238, 0.157], "multiplicity": 1, "total_charge": 1, "e_tot_ev": -71621.967, "e_lumo_ev": -3.06}